# C5H6O

The molecule C5H6O (ωB97M-V with the def2-TZVPD basis set, OMol25).

```
! RIJCOSX wB97M-V def2-TZVPD def2/J DEFGRID3
* xyz 0 1
O -1.334 -1.096 -0.468
C -0.422 -0.729 0.513
C 1.176 -0.983 0.108
C 1.315 -0.015 -0.791
C 0.403 0.971 -0.848
C -0.360 0.865 0.480
H -1.067 -0.521 -1.210
H -0.744 -1.217 1.444
H 2.005 -1.471 0.655
H 0.142 1.602 -1.694
H 0.233 1.238 1.316
H -1.348 1.355 0.494
*
```

Summary:
E_HOMO (alpha / beta)	-8.6 / -8.6	eV
maximum force	1.01	eV Å⁻¹
energy	-7325.023	eV
orbital gap (alpha / beta)	8.1 / 8.1	eV